*1*
H20HeO10 as an isolated structure, computed with ωB97M-V/def2-TZVPD.

Properties
**Multiplicity**: 1
**HOMO energy**: -9.999 eV

Cartesian coordinates (Å):
He -0.222 0.040 0.008
O -0.921 2.305 2.216
H -1.351 1.993 3.012
H -1.108 3.244 2.194
O -2.245 -2.047 -1.266
H -3.122 -1.690 -1.411
H -2.263 -2.907 -1.686
O 1.454 2.593 0.789
H 0.851 2.346 1.490
H 2.141 1.927 0.817
O -0.274 -3.153 0.618
H -0.410 -2.635 1.412
H -0.905 -2.801 -0.009
O -1.002 -1.827 3.040
H -0.683 -1.308 3.779
H -1.772 -1.351 2.728
O 0.657 0.144 -4.242
H -0.089 -0.038 -3.670
H 0.615 1.088 -4.397
O 2.293 -1.763 0.583
H 2.735 -2.456 0.092
H 1.361 -1.915 0.425
O -1.433 0.461 -2.613
H -1.723 -0.205 -1.991
H -1.070 1.158 -2.067
O -0.753 2.552 -0.850
H 0.081 2.709 -0.406
H -1.395 2.499 -0.142
O 3.489 0.639 0.259
H 4.026 0.605 1.050
H 3.039 -0.206 0.238

Atom charges from the natural (NBO) analysis, given in e for atoms 1 to 2:
1. He 0.00
2. O -0.95



*2*
H20HeO10 as an isolated structure, computed with ωB97M-V/def2-TZVPD.

Properties
**Multiplicity**: 1
**HOMO energy**: -9.794 eV

Cartesian coordinates (Å):
He -0.460 -0.364 0.315
O -1.385 1.894 -3.511
H -1.899 1.340 -2.923
H -0.496 1.857 -3.159
O 0.405 1.581 2.670
H 0.907 1.668 1.859
H 0.195 0.649 2.724
O -2.479 -0.435 -2.122
H -2.522 -0.658 -3.052
H -2.138 -1.224 -1.702
O 1.153 1.319 -2.453
H 1.157 1.822 -1.639
H 1.000 0.416 -2.177
O 1.557 2.567 0.062
H 2.390 2.826 0.456
H 0.992 3.332 0.171
O 0.002 -1.112 3.529
H 0.479 -1.679 2.922
H -0.830 -1.562 3.673
O 1.308 -1.715 -1.776
H 1.443 -2.633 -2.013
H 1.656 -1.643 -0.887
O -2.125 2.637 2.460
H -1.256 2.240 2.520
H -2.077 3.405 3.030
O 2.169 -2.145 1.144
H 2.962 -1.611 1.130
H 2.420 -2.936 1.622
O -1.799 -3.027 -0.883
H -1.307 -3.129 -1.698
H -1.424 -3.679 -0.292

Atom charges from the natural (NBO) analysis, given in e for atoms 1 to 2:
1. He 0.00
2. O -0.99



Most stable: *1* (next structure +36.3 kJ/mol)



*1*
C2H5NO2 as an isolated structure, computed with ωB97M-V/def2-TZVPD.

Properties
**Multiplicity**: 1
**HOMO energy**: -9.132 eV

Cartesian coordinates (Å):
C -1.377 0.988 -0.450
C -0.226 0.405 0.359
N -1.002 -0.656 0.564
O -2.004 -0.258 -0.297
O 2.735 -0.883 -0.096
H -1.929 1.880 -0.125
H -1.002 1.106 -1.467
H 3.608 -0.764 0.402
H -0.864 -1.589 0.765
H 2.060 -0.228 0.345

Atom charges from the natural (NBO) analysis, given in e for atoms 1 to 2:
1. C -0.20
2. C 0.01



*2*
A single C2H5NO2 molecule, computed with ωB97M-V/def2-TZVPD.

Properties
**Multiplicity**: 1
**HOMO energy**: -9.223 eV
**SMILES**: CO/C=N/O

Cartesian coordinates (Å):
C 1.915 -0.554 -0.036
O 1.200 0.645 0.040
C -0.145 0.642 -0.034
N -0.823 -0.429 0.051
O -2.205 -0.088 0.000
H 2.491 -0.640 0.961
H 1.260 -1.447 -0.113
H 2.587 -0.561 -0.885
H -0.609 1.676 -0.114
H -2.552 -1.014 -0.101

Atom charges from the natural (NBO) analysis, given in e for atoms 1 to 2:
1. C -0.27
2. O -0.50



*3*
A single C2H5NO2 molecule, computed with ωB97M-V/def2-TZVPD.

Properties
**Multiplicity**: 1
**HOMO energy**: -10.955 eV
**SMILES**: CC[N+](=O)[O-]

Cartesian coordinates (Å):
C 0.399 0.597 0.928
C -0.676 0.173 0.002
N 0.041 -0.826 -1.122
O -0.794 -1.454 -1.751
O 1.237 -0.789 -1.292
H 0.325 1.238 1.751
H 0.770 -0.390 1.357
H 1.145 0.970 0.229
H -1.324 -0.614 0.363
H -1.123 1.094 -0.465

Atom charges from the natural (NBO) analysis, given in e for atoms 1 to 2:
1. C -0.66
2. C -0.27



*4*
A single C2H5NO2 molecule, computed with ωB97M-V/def2-TZVPD.

Properties
**Multiplicity**: 1
**HOMO energy**: -9.277 eV
**SMILES**: NCC(=O)O

Cartesian coordinates (Å):
N 0.633 -0.832 1.045
C -0.027 -0.788 -0.255
C -0.043 0.675 -0.668
O 0.873 1.221 -1.195
O -1.171 1.284 -0.246
H 0.110 -1.076 1.862
H 1.294 -0.078 1.201
H -1.007 -1.251 -0.185
H 0.532 -1.369 -0.989
H -1.193 2.213 -0.570

Atom charges from the natural (NBO) analysis, given in e for atoms 1 to 2:
1. N -0.85
2. C -0.32



Most stable: *4* (next structure +247.4 kJ/mol)